(1)
ORCA calculation (the ωB97M-V functional and the def2-TZVPD basis) on a structure of composition C16H56B2FeO20S2V2 in a non-equilibrium geometry.

Results
Charge: -1
Gap between HOMO and LUMO (spin up / spin down) in eV: 8.1938 / 8.3384
Lowest unoccupied orbital energy (spin up / spin down) in eV: 1.2 / 1.2
2S+1: 6

Cartesian coordinates (Å):
Fe 0.2161 -2.2562 0.5539
O 2.4334 4.0967 0.6073
V 1.3553 3.0715 -0.0121
O 0.6508 3.9361 -1.1906
O -3.8244 -0.1992 -2.2483
V -2.6528 -1.1642 -2.7100
O -3.1014 -2.0956 -3.9363
S -0.1988 -0.0110 -0.6609
O -1.0162 -0.2477 -1.8335
O 0.8942 -0.9591 -0.6648
O 0.1450 1.4078 -0.4136
O -0.8676 -0.6500 0.4767
S -1.7812 -3.4899 -0.6204
O -2.7485 -2.6458 -1.2745
O -0.4626 -3.0449 -1.0815
O -1.5450 -3.0378 0.7494
O -1.9421 -4.9218 -0.7414
B 0.9192 -1.4169 2.4729
H 0.3692 -0.4652 2.3496
H 0.2527 -2.2895 2.5242
H 1.5292 -1.5659 1.5706
H 1.5346 -1.3385 3.3890
B 1.5110 -4.0836 0.6233
H 2.3615 -4.5372 1.1687
H 1.8760 -3.1107 0.2637
H 1.2914 -4.6929 -0.2744
H 0.5825 -3.9610 1.1988
C -2.5494 0.7012 -5.7340
O -1.9264 0.3216 -4.4931
H -1.7535 1.0461 -6.3946
H -3.0279 -0.1873 -6.1414
H -3.2675 1.5032 -5.5628
H -1.5615 1.1255 -4.1121
C -0.3098 -3.4793 -4.4589
O -0.3286 -2.3003 -3.6987
H 0.4452 -4.1921 -4.1300
H -1.3134 -3.9137 -4.4534
H -0.2967 -3.2253 -5.5204
H -0.1583 -2.5339 -2.7764
C -1.1727 4.8273 1.3873
O -0.3077 3.7148 1.5132
H -0.6514 5.7689 1.5533
H -1.6333 4.7807 0.4003
H -1.9393 4.7151 2.1545
H -0.8740 2.9655 1.7505
C 2.5259 1.8555 -2.7752
O 2.8393 2.0060 -1.3590
H 3.3288 1.3270 -3.2870
H 1.5890 1.3274 -2.9538
H 2.3365 2.8072 -3.2727
H 3.7482 1.7175 -1.2510
C -4.5857 0.3160 1.0700
C -4.4097 1.6855 0.4342
C -5.6861 2.2536 -0.1537
O -3.7431 2.5693 1.2993
H -5.0802 0.3870 2.0396
H -3.5775 -0.0568 1.2638
H -4.9966 -0.4703 0.4370
H -3.7244 1.6191 -0.4151
H -6.5017 2.2885 0.5704
H -6.0080 1.6746 -1.0185
H -5.4580 3.2727 -0.4697
H -3.0128 2.1114 1.7346
C 2.8990 -2.5263 -2.5715
C 4.2619 -2.8657 -1.9871
C 5.3527 -2.0041 -2.6087
O 4.2492 -2.5525 -0.6244
H 2.8813 -2.6497 -3.6558
H 2.6009 -1.5028 -2.3454
H 2.1435 -3.1745 -2.1259
H 4.5411 -3.9070 -2.1648
H 5.4089 -2.2239 -3.6764
H 6.3288 -2.2641 -2.1995
H 5.0834 -0.9529 -2.5019
H 3.6770 -3.2166 -0.2239
C -2.1477 2.4297 4.3764
C -1.3533 1.2887 3.7927
C -1.8786 -0.0576 4.2779
O -1.5441 1.3752 2.3852
H -2.0914 2.4810 5.4647
H -3.2115 2.3005 4.1753
H -1.7241 3.3663 4.0127
H -0.3130 1.3686 4.1129
H -2.7234 -0.3766 3.6653
H -2.0995 -0.0066 5.3439
H -1.2008 -0.8937 4.1004
H -1.1874 0.6005 1.9293
C 2.5767 1.5060 4.0743
C 3.0463 1.7610 2.6074
C 4.1554 0.8089 2.2562
O 1.9272 1.5308 1.7724
H 3.4131 1.5668 4.7726
H 2.1201 0.5259 4.2125
H 1.8982 2.2821 4.4309
H 3.3465 2.8083 2.6192
H 4.7606 1.1774 1.4281
H 3.7549 -0.1994 2.1547
H 4.8085 0.8002 3.1307
H 1.5007 0.7391 2.1272

Atomic partial charges in e from the Mulliken method, atoms 1 to 6: -0.7192 -0.3547 0.8068 -0.6512 -0.6991 1.2555

***

(2)
ORCA calculation (the ωB97M-V functional and the def2-TZVPD basis) on a structure of composition C46H52BaCl5FNO2P2Si3 in a non-equilibrium geometry.

Results
Charge: -1
Gap between HOMO and LUMO in eV: 5.8890
Lowest unoccupied orbital energy in eV: 1.9

Cartesian coordinates (Å):
Ba -1.0377 1.2455 -0.2348
Cl -3.3517 -1.7013 6.9944
C -2.5733 -1.1970 5.5246
C -1.2869 -0.6665 5.5438
Cl -0.4898 -0.4636 7.0711
C -0.6448 -0.2968 4.3656
Cl 0.9355 0.4220 4.4871
C -1.2548 -0.4440 3.0879
O -0.6988 -0.1647 1.9771
C -2.5811 -0.9543 3.1330
Cl -3.4008 -1.0530 1.6353
C -3.2204 -1.3145 4.3017
Cl -4.8512 -1.9276 4.2478
C 3.5165 2.5812 0.6009
O 2.3221 1.8470 0.2324
Si 1.0721 2.8516 -0.3132
C 0.8725 2.9056 -2.2223
C 1.7747 4.7032 -0.2960
C -0.6716 3.1451 0.0862
Si -1.7808 3.5776 -1.2740
C -1.6081 5.5395 -1.4238
C -3.3600 3.7036 -0.1932
C -2.0628 3.1897 -3.1009
Si -1.1223 3.0373 1.8416
C -0.9462 4.9468 2.3627
C 0.6238 2.6506 2.5268
C -2.6975 2.5994 2.7948
H 3.3442 3.2304 1.4608
H 3.8986 3.1780 -0.2241
H 4.2665 1.8489 0.8870
H 1.9097 2.9741 -2.5766
H 0.5326 3.9471 -2.2660
H 0.2766 2.3212 -2.9143
H 2.4920 4.8611 -1.1127
H 2.1975 5.0754 0.6438
H 0.9127 5.3405 -0.5233
H -1.4291 5.9420 -0.4223
H -2.5637 5.9624 -1.7627
H -0.8183 5.8909 -2.0931
H -3.0045 4.4728 0.4984
H -3.8243 2.8943 0.3665
H -4.0954 4.2154 -0.8260
H -1.2825 3.7614 -3.5967
H -3.0146 3.6959 -3.2759
H -2.0923 2.1627 -3.4596
H -0.1841 5.3888 1.7109
H -0.5783 5.0405 3.3923
H -1.8578 5.5438 2.2478
H 1.1105 3.5648 2.1592
H 1.2203 1.7944 2.2447
H 0.6003 2.7632 3.6145
H -3.3378 3.4666 2.6391
H -2.4019 2.5767 3.8465
H -3.2508 1.7040 2.5278
N 2.0076 -1.1140 0.6275
P 1.0112 -0.6575 -0.7481
C 0.9111 -2.2856 -1.6435
C 2.0262 -3.0943 -1.8130
C 1.9284 -4.2746 -2.5301
C 0.7180 -4.6340 -3.1126
C -0.3817 -3.8041 -2.9887
C -0.2911 -2.6348 -2.2583
C 2.2687 -0.0887 -2.0297
C 3.6068 0.1928 -1.8048
C 4.4052 0.6824 -2.8321
C 3.8819 0.8528 -4.1046
C 2.5486 0.5466 -4.3494
C 1.7474 0.0959 -3.3175
P 1.3791 -2.1877 1.9085
C 2.8761 -3.2570 2.1069
C 2.9750 -3.9480 3.3168
C 4.1240 -4.6473 3.6556
C 5.2046 -4.6673 2.7830
C 5.1200 -3.9877 1.5755
C 3.9671 -3.2861 1.2442
C 0.1810 -3.3447 1.1076
C 0.3161 -4.7195 1.2903
C -0.7318 -5.5847 0.9920
C -1.9352 -5.0836 0.5242
C -2.0743 -3.7200 0.3214
C -1.0396 -2.8527 0.6121
H 2.1297 -0.2339 1.1280
H 2.9769 -2.8107 -1.3835
H 2.8012 -4.9077 -2.6418
H 0.6377 -5.5618 -3.6670
H -1.3222 -4.0711 -3.4582
H -1.1180 -1.9684 -2.0731
H 4.0183 0.0597 -0.8105
H 5.4357 0.9524 -2.6330
H 4.5074 1.2337 -4.9026
H 2.1318 0.6996 -5.3378
H 0.6789 -0.0551 -3.4359
H 2.1361 -3.9155 4.0059
H 4.1818 -5.1649 4.6055
H 6.1142 -5.1889 3.0545
H 5.9592 -3.9992 0.8897
H 3.9136 -2.7312 0.3181
H 1.2445 -5.1256 1.6701
H -0.6026 -6.6507 1.1387
H -2.7655 -5.7526 0.3286
H -3.0006 -3.2939 -0.0468
H -1.1945 -1.8051 0.4242
F -5.6976 -1.6873 -4.8183
C -4.8715 -1.2895 -3.8037
C -5.3269 -1.3144 -2.5053
C -4.4658 -0.9023 -1.4907
C -3.1347 -0.4893 -1.6840
C -2.7749 -0.4899 -3.0468
C -3.6000 -0.8611 -4.1039
H -6.3343 -1.6606 -2.2961
H -4.8834 -0.9149 -0.4835
H -1.7550 -0.1465 -3.2778
H -3.2731 -0.8300 -5.1388

Atomic partial charges in e from the Mulliken method, atoms 1 to 6: -0.7203 -0.2286 0.2593 0.3162 -0.2181 0.7497

***

(3)
ORCA calculation (the ωB97M-V functional and the def2-TZVPD basis) on a cluster of 8 separate species, C42H43F5O9 in total in a non-equilibrium geometry.

Results
SMILES: C[C@H]1COC(=O)O1.C[C@H]1COC(=O)O1.C[C@H]1COC(=O)O1.Fc1ccccc1.Fc1ccccc1.Fc1ccccc1.Fc1ccccc1.Fc1ccccc1
Gap between HOMO and LUMO in eV: 8.9693
Lowest unoccupied orbital energy in eV: 0.4

Cartesian coordinates (Å):
C 24.5644 -4.0018 -6.9330
C 25.3742 -3.7262 -8.1974
C 25.7272 -2.2163 -8.4736
O 27.1681 -2.2780 -8.3640
C 27.6903 -3.4814 -8.2943
O 28.8777 -3.8106 -8.3570
O 26.6593 -4.4341 -8.1195
H 23.6311 -3.4429 -7.0009
H 25.1670 -3.5909 -6.1230
H 24.4746 -5.0803 -6.8024
H 24.8069 -4.2876 -8.9398
H 25.2420 -1.5206 -7.7891
H 25.2767 -1.9243 -9.4222
C 21.7471 -6.8486 -9.2761
C 21.3580 -5.5871 -10.0194
C 20.5907 -4.5130 -9.2316
O 21.6724 -3.6870 -8.7023
C 22.7228 -3.8474 -9.5763
O 23.6751 -3.1278 -9.6971
O 22.4903 -4.8980 -10.3376
H 20.9895 -7.6238 -9.1609
H 22.0160 -6.5012 -8.2785
H 22.5685 -7.4190 -9.7098
H 20.7262 -5.9185 -10.8436
H 19.9896 -4.8019 -8.3694
H 19.9420 -3.9258 -9.8817
C 28.6690 -3.0622 -5.5292
C 29.9544 -3.8498 -5.8479
C 30.7151 -3.4798 -7.1339
O 32.0497 -3.5315 -6.6149
C 32.0624 -3.6570 -5.2839
O 33.0927 -3.9481 -4.6971
O 30.8177 -3.7152 -4.8960
H 27.9837 -3.5895 -4.8656
H 28.1265 -2.6725 -6.3906
H 28.8754 -2.0992 -5.0620
H 29.7413 -4.9156 -5.7652
H 30.3323 -2.5568 -7.5693
H 30.5877 -4.2059 -7.9368
F 18.8856 -4.5952 -6.8798
C 19.9238 -4.1294 -6.2802
C 20.6437 -3.1214 -6.8567
C 21.8905 -2.7389 -6.4380
C 22.5676 -3.5078 -5.4540
C 21.8179 -4.6167 -4.8121
C 20.5128 -4.8120 -5.1700
H 20.0870 -2.6267 -7.6389
H 22.5060 -1.9780 -6.8948
H 23.5011 -3.0865 -5.1110
H 22.3005 -5.1593 -4.0127
H 20.0448 -5.6708 -4.7120
F 25.7589 -2.5385 -3.5135
C 25.1414 -3.7285 -3.3501
C 25.2852 -4.7451 -4.3151
C 24.6096 -5.9658 -4.1030
C 23.6398 -6.1489 -3.0640
C 23.5051 -5.0284 -2.1792
C 24.2829 -3.9089 -2.2768
H 25.9185 -4.6180 -5.1807
H 24.7998 -6.8171 -4.7399
H 23.0957 -7.0694 -2.9119
H 22.8649 -5.2527 -1.3388
H 24.0881 -3.1636 -1.5199
F 23.7334 -6.0924 -8.3515
C 24.3152 -6.4995 -9.4516
C 24.6403 -5.6365 -10.4687
C 25.3852 -5.9982 -11.5427
C 25.8959 -7.3062 -11.6203
C 25.5719 -8.2496 -10.5916
C 24.7771 -7.8149 -9.5068
H 24.4389 -4.5907 -10.2895
H 25.8603 -5.1940 -12.0850
H 26.6133 -7.6156 -12.3659
H 25.9763 -9.2463 -10.6888
H 24.6004 -8.4864 -8.6797
F 24.0699 -1.9337 -6.6362
C 24.7009 -0.8554 -6.0808
C 24.4321 0.4603 -6.4682
C 24.9298 1.4832 -5.6077
C 25.8114 1.2270 -4.5962
C 26.1307 -0.0499 -4.1620
C 25.5480 -1.0980 -4.9418
H 23.7544 0.6528 -7.2868
H 24.4817 2.4228 -5.8952
H 25.9988 2.1033 -3.9933
H 26.6962 -0.2213 -3.2580
H 25.6088 -2.1486 -4.6992
F 27.3111 0.1147 -10.2027
C 27.6303 -0.9978 -10.8636
C 26.6093 -2.0340 -11.0126
C 27.0306 -3.1670 -11.7125
C 28.3597 -3.2006 -12.2001
C 29.2920 -2.2184 -12.0967
C 28.9545 -1.0738 -11.4266
H 25.6647 -1.8342 -10.5288
H 26.3262 -3.9581 -11.9229
H 28.7165 -4.0770 -12.7206
H 30.2774 -2.3197 -12.5270
H 29.7061 -0.3436 -11.1652

Atomic partial charges in e from the Mulliken method, atoms 1 to 6: -0.4600 2.9167 0.9980 -0.5222 -0.1118 -0.6857

***

(4)
ORCA calculation (the ωB97M-V functional and the def2-TZVPD basis) on a structure of composition C13H40O21P4SSr in a non-equilibrium geometry.

Results
Gap between HOMO and LUMO in eV: 4.8917
Lowest unoccupied orbital energy in eV: -0.5

Cartesian coordinates (Å):
Sr 0.1120 -0.3222 -0.2173
S 3.2517 -0.0786 1.5012
O 3.3755 0.1339 2.9569
O 1.9280 0.4923 1.1675
O 4.4233 0.7172 1.0668
O 3.3690 -1.4648 1.0228
C 2.5482 -1.8882 -2.4795
O 1.9905 -1.7118 -1.1802
H 2.6525 -2.9563 -2.7077
H 1.8278 -1.4906 -3.1937
H 3.5628 -1.4969 -2.4851
H 2.7473 -1.7283 -0.5365
C -0.9091 -1.0960 4.4664
O -2.1811 -0.5562 4.0757
P -2.7031 -0.7167 2.5849
O -1.8673 -0.1188 1.5373
O -2.8222 -2.3126 2.4457
C -3.5423 -3.0069 3.4097
O -4.2120 -0.2216 2.6882
C -5.0223 -0.2531 1.5403
H -1.0916 -1.8458 5.2363
H -0.2959 -0.3600 4.9866
H -0.3237 -1.4387 3.6141
H -4.0655 -3.7796 2.8212
H -4.3378 -2.4821 3.9379
H -2.9679 -3.6973 4.0339
H -5.5354 0.7015 1.4278
H -5.7569 -1.0492 1.6904
H -4.5061 -0.4978 0.6089
C 1.4643 3.3510 -4.5231
O 2.2944 2.2340 -4.2153
P 2.4603 1.7203 -2.6723
O 1.2805 1.0695 -2.0700
O 3.8387 0.8565 -2.6381
C 4.8979 1.0641 -3.5661
O 2.9115 3.0436 -1.9072
C 2.9400 3.0861 -0.4698
H 2.0091 3.9641 -5.2385
H 1.2780 3.9392 -3.6232
H 0.5286 2.9760 -4.9385
H 4.8971 2.0297 -4.0694
H 5.0973 0.1824 -4.1720
H 5.8004 1.1527 -2.9527
H 2.1145 2.5319 -0.0306
H 3.0317 4.0924 -0.0619
H 3.8545 2.6175 -0.0944
C 1.5699 -4.0859 3.1930
O 0.2519 -4.3146 2.7211
P -0.1425 -3.8810 1.2329
O -0.0232 -2.4245 1.0451
O 0.7924 -4.7847 0.2760
C 0.6189 -4.7527 -1.1557
O -1.5867 -4.5199 1.1215
C -2.4692 -4.7168 0.0150
H 2.2366 -3.7970 2.3764
H 1.9462 -5.0174 3.6154
H 1.6179 -3.2764 3.9211
H 0.3092 -5.6904 -1.6131
H 1.6301 -4.4978 -1.4674
H -0.0480 -3.9545 -1.4832
H -3.0252 -3.8139 -0.2401
H -3.1255 -5.5282 0.3142
H -1.9398 -4.9809 -0.8995
C -1.7029 3.4616 -2.7800
O -2.2955 3.4652 -1.4831
P -1.3219 3.2172 -0.2502
O -0.9085 1.8103 -0.0776
O -0.0203 4.1313 -0.5486
C -0.2082 5.5333 -0.6696
O -2.0942 3.9444 0.9254
C -3.4952 3.7501 1.1393
H -0.7594 2.9127 -2.7145
H -1.3967 4.4073 -3.2316
H -2.3463 2.9525 -3.4950
H -1.2006 5.8418 -1.0124
H 0.4768 5.9146 -1.4264
H -0.0700 6.1008 0.2508
H -3.8994 2.9185 0.5647
H -3.9721 4.6929 0.8710
H -3.7458 3.5962 2.1881

Atomic partial charges in e from the Mulliken method, atoms 1 to 6: 2.1244 1.0948 -0.8144 -0.8814 -0.7847 -0.8725

***

Per-record DFT total energy, Eh: -6145.8267 -5966.6763 -2802.1419 -3894.1300